{
  "formula": "C11H34N6O8V",
  "method": "ωB97M-V/def2-TZVPD",
  "species": ["H", "N", "H", "H", "H", "H", "H", "N", "C", "H", "O", "H", "N", "C", "H", "H", "N", "C", "O", "C", "C", "H", "O", "O", "H", "V", "H", "C", "H", "N", "O", "C", "H", "O", "H", "H", "H", "C", "H", "N", "H", "H", "O", "C", "H", "H", "H", "O", "H", "H", "H", "H", "H", "H", "H", "H", "C", "H", "H", "C"],
  "xyz": [[-2.69, -2.53, -1.94], [-3.18, 1.94, 0.15], [-0.17, -2.24, -2.20], [-0.39, -2.29, -3.98], [2.00, 0.59, 3.80], [1.39, 4.38, 0.06], [-2.61, 1.68, 0.97], [2.95, -1.93, 2.10], [-1.78, -2.27, 1.01], [2.92, -2.36, 1.20], [1.00, 2.33, 0.08], [-2.73, -2.98, 2.58], [2.57, -0.19, 3.52], [4.61, -1.05, -3.18], [-3.97, 3.01, -1.90], [-2.32, -1.17, -3.07], [-3.39, 2.22, -2.10], [-2.26, -2.24, -2.90], [-1.32, 1.06, 2.00], [-1.33, 1.46, 3.33], [2.20, -0.81, 2.37], [-0.58, 5.19, -0.69], [0.74, -0.21, -0.92], [-1.62, 1.02, -1.19], [4.80, -2.10, -3.40], [-0.10, 0.51, 0.20], [-0.22, 3.27, 3.28], [-2.67, 1.67, -1.08], [-1.47, 3.75, -0.32], [-1.57, -3.53, 0.56], [1.31, -0.43, 1.62], [-0.51, 4.09, -0.71], [-3.26, 1.82, -3.01], [-0.61, -4.05, -3.10], [-4.02, 2.47, 0.24], [3.27, 0.18, -2.03], [-2.73, -1.16, 2.35], [0.61, 3.64, 0.27], [0.21, -4.25, -3.55], [-2.44, -2.11, 2.17], [-2.17, -4.26, 0.90], [5.52, -0.53, -2.85], [3.80, -1.51, -0.98], [-0.15, 2.32, 3.82], [-0.31, 3.79, -1.73], [-0.91, -3.65, -0.20], [-1.42, 0.62, 4.04], [-1.29, -1.32, 0.38], [-0.27, 2.59, 4.87], [0.78, 1.85, 3.55], [0.26, 3.82, 1.29], [4.41, -0.91, -0.56], [3.07, -0.74, 4.19], [2.51, -1.28, -2.59], [3.57, -2.33, 2.78], [-2.86, -2.74, -3.66], [-0.79, -2.62, -3.01], [-2.26, 2.00, 3.57], [4.41, -0.61, -4.17], [3.46, -0.88, -2.23]],
  "lumo_ev": [0.474, 0.475],
  "multiplicity": 2,
  "orbital_gap_ev": [7.742, 7.866],
  "s2": 0.773,
  "total_energy_ev": -62969.7154
}